## A
This record from the OMol25 dataset describes an isolated molecule of C4H11NS2. The level of theory is ωB97M-V/def2-TZVPD.

Geometry as XYZ:
```
18
C4H11NS2, DFT ωB97M-V/def2-TZVPD
C 1.62 1.62 2.79
S 1.44 -0.19 2.69
S -0.33 -0.44 1.69
C 0.23 -0.25 -0.03
C -0.95 -0.24 -1.00
C -0.46 -0.42 -2.44
N -1.86 -1.32 -0.56
H 1.24 2.10 1.90
H 1.13 2.01 3.68
H 2.68 1.81 2.84
H 0.79 0.69 -0.04
H 0.90 -1.06 -0.32
H -1.54 0.67 -0.97
H 0.56 -0.81 -2.48
H -0.39 0.53 -2.97
H -1.04 -1.08 -3.08
H -1.38 -2.21 -0.49
H -2.64 -1.42 -1.20
```

Values from the calculation:
* frontier orbital gap: 9.59 eV
* SMILES string: CSSC[C@@H](C)N
* lowest unoccupied orbital energy: 0.947 eV

***

## B
This record from the OMol25 dataset describes an isolated molecule of C4H11NS2. The level of theory is ωB97M-V/def2-TZVPD.

Geometry as XYZ:
```
18
C4H11NS2, DFT ωB97M-V/def2-TZVPD
C -1.28 -0.88 -2.86
S -1.46 -1.09 -1.04
S 0.38 -1.09 -0.19
C 0.74 0.69 0.04
C 1.16 1.18 1.46
C 0.90 2.75 1.49
N 0.61 0.59 2.66
H -2.12 -0.26 -3.17
H -0.35 -0.39 -3.15
H -1.22 -1.85 -3.35
H 1.50 1.04 -0.64
H -0.21 1.19 -0.15
H 2.25 1.15 1.50
H 0.42 3.02 2.43
H 0.26 3.04 0.67
H 1.88 3.21 1.52
H -0.39 0.60 2.58
H 0.84 -0.40 2.66
```

Values from the calculation:
* frontier orbital gap: 9.64 eV
* SMILES string: CSSC[C@@H](C)N
* lowest unoccupied orbital energy: 0.747 eV

***

Each structure's energy above the most stable one, in kJ/mol: A 0.0; B 29.9.

***

## A
This record from the OMol25 dataset describes a cluster of 2 separate species, C3H7IN2 in total. The level of theory is ωB97M-V/def2-TZVPD.

Geometry as XYZ:
```
13
C3H7IN2, DFT ωB97M-V/def2-TZVPD
H -3.58 0.96 2.12
N -2.69 0.88 1.53
C -2.79 0.26 0.50
I -4.80 -0.40 -0.22
H -1.87 0.11 -0.10
C 1.23 0.84 -0.42
N 1.52 -0.21 -1.08
C 2.47 -1.09 -0.56
H 1.88 1.10 0.49
H 0.63 1.55 -0.90
H 3.00 -1.50 -1.43
H 3.06 -0.56 0.12
H 1.95 -1.93 -0.05
```

Values from the calculation:
* frontier orbital gap: 9.85 eV
* SMILES string: [H]/N=C\I.C=NC
* lowest unoccupied orbital energy: 0.146 eV

***

## B
This record from the OMol25 dataset describes a cluster of 2 separate species, C3H7IN2 in total. The level of theory is ωB97M-V/def2-TZVPD.

Geometry as XYZ:
```
13
C3H7IN2, DFT ωB97M-V/def2-TZVPD
C -1.65 -0.31 -1.78
C -0.52 0.20 -1.39
C -0.18 -0.63 1.49
N 1.54 0.81 0.90
N 0.23 0.61 0.91
I 1.30 0.65 -2.52
H -1.81 -0.35 -2.86
H -2.51 -0.34 -1.24
H -0.84 -0.50 2.37
H -1.02 -1.12 0.83
H 0.74 -1.10 1.97
H 1.78 1.43 0.05
H 2.11 -0.11 0.84
```

Values from the calculation:
* frontier orbital gap (alpha / beta): 8.44 / 7.31 eV
* lowest unoccupied orbital energy (alpha / beta): 0.366 / -0.453 eV

***

Each structure's energy above the most stable one, in kJ/mol: A 0.0; B 347.6.

***

## A
This record from the OMol25 dataset describes an isolated molecule of CH3N3S. The level of theory is ωB97M-V/def2-TZVPD.

Geometry as XYZ:
```
8
CH3N3S, DFT ωB97M-V/def2-TZVPD
C 0.51 0.11 -0.10
N 1.45 -0.42 -1.06
N 1.15 -0.08 -2.27
S -0.31 0.71 -2.43
N -0.74 0.43 -0.75
H 0.40 -0.72 0.72
H 1.05 1.09 0.05
H -1.54 -0.29 -0.68
```

Values from the calculation:
* frontier orbital gap: 9.50 eV
* SMILES string: C1N=NSN1
* lowest unoccupied orbital energy: 0.539 eV

***

## B
This record from the OMol25 dataset describes a cluster of 2 separate species, CH3N3S in total. The level of theory is ωB97M-V/def2-TZVPD.

Geometry as XYZ:
```
8
CH3N3S, DFT ωB97M-V/def2-TZVPD
C 1.37 -0.81 0.13
N -1.00 -0.74 -0.52
N -1.43 0.29 -0.28
N -1.96 1.35 -0.25
S 1.87 0.64 -0.37
H 0.84 -0.82 1.01
H 1.70 -1.74 -0.11
H -1.39 1.85 0.38
```

Values from the calculation:
* frontier orbital gap (alpha / beta): 8.40 / 8.40 eV
* lowest unoccupied orbital energy (alpha / beta): -0.592 / -0.593 eV

***

Each structure's energy above the most stable one, in kJ/mol: A 0.0; B 126.9.

***

## A
This record from the OMol25 dataset describes the ion C4H13N2 with charge +1. The level of theory is ωB97M-V/def2-TZVPD.

Geometry as XYZ:
```
19
C4H13N2, DFT ωB97M-V/def2-TZVPD
C 1.01 -1.98 0.88
N 0.88 -0.78 0.00
C 1.70 0.37 0.48
C -0.58 -0.37 -0.24
C -0.91 1.04 -0.77
N -2.20 1.59 -0.33
H 2.04 -2.32 0.87
H 0.40 -2.80 0.52
H 0.74 -1.60 1.86
H 1.17 -0.94 -0.97
H 1.14 0.95 1.22
H 1.83 1.07 -0.34
H 2.71 0.07 0.76
H -1.03 -1.15 -0.87
H -1.09 -0.57 0.70
H -0.06 1.69 -0.55
H -0.94 1.00 -1.86
H -2.58 2.05 -1.15
H -2.03 2.37 0.30
```

Values from the calculation:
* frontier orbital gap: 10.56 eV
* SMILES string: C[NH+](C)CCN
* lowest unoccupied orbital energy: -3.151 eV
* total charge: +1

***

## B
This record from the OMol25 dataset describes a cluster of 2 separate species, C4H13N2 in total. The level of theory is ωB97M-V/def2-TZVPD.

Geometry as XYZ:
```
19
C4H13N2, DFT ωB97M-V/def2-TZVPD
C -1.19 1.55 0.52
C 0.10 0.87 0.87
C 1.23 1.06 0.16
N 0.07 0.14 2.05
H -1.43 2.31 1.25
H -2.02 0.83 0.53
H -1.12 2.03 -0.45
H 2.17 0.63 0.48
H 1.28 1.80 -0.62
H -0.82 -0.29 2.27
H 0.85 -0.48 2.20
C -0.01 -2.26 -1.30
N -0.02 -0.86 -1.82
H -0.56 -2.91 -1.97
H 1.02 -2.59 -1.23
H -0.45 -2.26 -0.30
H -0.96 -0.52 -1.99
H 0.50 -0.78 -2.70
H 0.42 -0.19 -1.13
```

Values from the calculation:
* frontier orbital gap: 9.12 eV
* lowest unoccupied orbital energy: -3.410 eV
* total charge: +1

***

## C
This record from the OMol25 dataset describes the ion C4H13N2 with charge +1. The level of theory is ωB97M-V/def2-TZVPD.

Geometry as XYZ:
```
19
C4H13N2, DFT ωB97M-V/def2-TZVPD
C -0.53 -2.63 -0.77
N -0.24 -1.56 0.10
C -1.22 -0.29 0.13
C -0.63 1.16 0.26
N 0.88 0.96 0.10
C 1.76 2.27 0.37
H -0.40 -2.35 -1.85
H -1.59 -3.17 -0.63
H 0.25 -3.30 -0.52
H -0.34 -1.76 1.09
H -1.96 -0.38 0.86
H -1.74 -0.65 -0.74
H -0.82 1.53 1.21
H -1.11 1.73 -0.58
H 0.86 0.02 0.62
H 1.03 0.82 -0.87
H 1.32 3.25 0.00
H 2.69 1.97 -0.24
H 1.79 2.36 1.46
```

Values from the calculation:
* frontier orbital gap: 10.33 eV
* SMILES string: CNCC[NH2+]C
* lowest unoccupied orbital energy: -3.194 eV
* total charge: +1

***

Each structure's energy above the most stable one, in kJ/mol: A 51.0; B 0.0; C 222.6.

***

## A
This record from the OMol25 dataset describes the ion C4H13N2 with charge +1. The level of theory is ωB97M-V/def2-TZVPD.

Geometry as XYZ:
```
19
C4H13N2, DFT ωB97M-V/def2-TZVPD
C -1.91 -0.67 1.35
N -1.45 0.40 0.47
C -0.05 0.78 0.54
C 0.39 0.13 -0.79
C 1.58 0.82 -1.43
N 1.21 -1.22 -0.29
H -1.68 -1.69 1.09
H -1.61 -0.58 2.37
H -2.99 -0.57 1.27
H -2.20 1.14 0.70
H 0.45 0.35 1.45
H 0.08 1.89 0.74
H -0.34 -0.23 -1.46
H 2.50 0.94 -0.84
H 1.41 1.96 -1.75
H 1.92 0.49 -2.44
H 2.08 -0.98 0.29
H 0.60 -1.44 0.45
H 1.40 -1.92 -1.06
```

Values from the calculation:
* frontier orbital gap: 9.63 eV
* SMILES string: CNC[C@@H](C)[NH3+]
* lowest unoccupied orbital energy: -3.435 eV
* total charge: +1

***

## B
This record from the OMol25 dataset describes a cluster of 2 separate species, C4H13N2 in total. The level of theory is ωB97M-V/def2-TZVPD.

Geometry as XYZ:
```
19
C4H13N2, DFT ωB97M-V/def2-TZVPD
C 1.66 -1.58 -1.17
N 2.23 -1.41 0.17
C 0.26 -0.93 -1.11
N 0.43 0.35 -0.50
C -1.59 2.15 1.13
C -2.79 1.20 1.35
H 2.25 -1.02 -1.96
H 1.73 -2.65 -1.38
H 3.18 -1.70 0.36
H 1.93 -0.53 0.59
H -0.20 -0.92 -2.11
H -0.38 -1.54 -0.48
H -1.91 2.95 0.44
H 0.61 1.07 -1.23
H -1.29 2.59 2.08
H -0.71 1.60 0.68
H -3.45 1.55 2.21
H -3.40 1.08 0.47
H -2.39 0.18 1.48
```

Values from the calculation:
* frontier orbital gap: 5.81 eV
* lowest unoccupied orbital energy: -8.912 eV
* total charge: +1

***

## C
This record from the OMol25 dataset describes a cluster of 3 separate species, C4H13N2 in total. The level of theory is ωB97M-V/def2-TZVPD.

Geometry as XYZ:
```
19
C4H13N2, DFT ωB97M-V/def2-TZVPD
C 2.39 2.08 -1.19
N -0.50 -2.08 0.90
C -1.82 -2.46 1.44
C 2.36 0.74 -1.47
N -0.56 0.25 0.00
C -0.86 1.67 0.31
H 1.41 2.63 -1.31
H 3.36 2.57 -1.12
H -0.07 -2.84 0.39
H -1.73 -3.14 2.30
H -2.43 -1.58 1.77
H -2.39 -3.04 0.60
H 1.47 0.10 -1.47
H 3.34 0.24 -1.82
H -0.55 -1.17 0.36
H -0.78 0.16 -0.97
H -1.05 1.66 1.39
H 0.14 2.18 0.19
H -1.73 2.05 -0.30
```

Values from the calculation:
* frontier orbital gap: 4.60 eV
* lowest unoccupied orbital energy: -8.831 eV
* total charge: +1

***

Each structure's energy above the most stable one, in kJ/mol: A 0.0; B 333.5; C 533.2.

***

## A
This record from the OMol25 dataset describes an isolated molecule of C2H3N3O3. The level of theory is ωB97M-V/def2-TZVPD.

Geometry as XYZ:
```
11
C2H3N3O3, DFT ωB97M-V/def2-TZVPD
H -2.34 1.05 -0.25
N -1.52 1.65 -0.02
C -0.64 0.76 -0.03
O 0.69 1.06 0.11
C 1.40 -0.08 0.00
O 2.58 -0.09 0.10
O 0.52 -1.14 -0.18
N -0.76 -0.56 -0.34
N -1.73 -1.23 0.26
H -1.99 -1.32 1.22
H -2.44 -1.52 -0.38
```

Values from the calculation:
* frontier orbital gap: 10.78 eV
* SMILES string: [H]/N=c1/oc(=O)on1N
* lowest unoccupied orbital energy: 0.391 eV

***

## B
This record from the OMol25 dataset describes an isolated molecule of C2H3N3O3. The level of theory is ωB97M-V/def2-TZVPD.

Geometry as XYZ:
```
11
C2H3N3O3, DFT ωB97M-V/def2-TZVPD
O 2.42 -1.05 -0.07
N 2.17 0.38 0.37
C 0.84 0.50 0.01
N -0.02 1.63 -0.09
N -1.30 1.11 -0.01
C -1.24 -0.17 0.11
O -2.39 -0.97 0.04
O 0.01 -0.66 -0.15
H 1.58 -1.46 -0.71
H 0.22 2.57 -0.21
H -2.29 -1.87 0.70
```

Values from the calculation:
* frontier orbital gap: 8.58 eV
* SMILES string: O/N=c1/[nH]nc(O)o1
* lowest unoccupied orbital energy: -0.015 eV

***

Each structure's energy above the most stable one, in kJ/mol: A 0.0; B 281.6.

***

## A
This record from the OMol25 dataset describes a cluster of 2 separate species, CH3PSi in total. The level of theory is ωB97M-V/def2-TZVPD.

Geometry as XYZ:
```
6
CH3PSi, DFT ωB97M-V/def2-TZVPD
C 2.28 -0.28 -0.02
Si -2.22 -0.01 -0.62
P 1.94 1.18 -0.48
H 2.16 -1.28 0.32
H -0.95 0.51 0.32
H -3.21 -0.11 0.48
```

Values from the calculation:
* frontier orbital gap: 7.65 eV
* lowest unoccupied orbital energy: -1.173 eV

***

## B
This record from the OMol25 dataset describes an isolated molecule of CH3PSi. The level of theory is ωB97M-V/def2-TZVPD.

Geometry as XYZ:
```
6
CH3PSi, DFT ωB97M-V/def2-TZVPD
C -1.09 -1.00 0.00
P -2.24 0.23 0.00
Si -0.04 0.71 0.00
H -1.08 -2.07 -0.01
H 0.60 1.07 1.25
H 0.65 1.04 -1.24
```

Values from the calculation:
* frontier orbital gap: 8.61 eV
* SMILES string: C1=P[SiH2]1
* lowest unoccupied orbital energy: 0.121 eV

***

Each structure's energy above the most stable one, in kJ/mol: A 252.2; B 0.0.